(1)
Formula: C6H11O
Source: OMol25
Level of theory: the ωB97M-V functional and the def2-TZVPD basis

Structure (XYZ):
```
18
C6H11O, DFT the ωB97M-V functional and the def2-TZVPD basis
C -2.45003 0.33762 1.29755
C -1.19462 0.08598 0.89338
C -0.35864 1.11130 0.12192
C 0.17314 0.50880 -1.18715
C 0.85239 -0.88584 -1.01835
C 1.93205 -0.84695 0.15041
O 1.71065 -1.70022 1.15722
H -2.68340 1.38426 1.45874
H -3.06812 -0.46459 1.66421
H -0.59568 -0.79022 1.18103
H -1.15329 1.82498 -0.18011
H 0.37666 1.68557 0.67718
H -0.72217 0.21554 -1.78058
H 0.70611 1.18007 -1.85725
H 0.14913 -1.66942 -0.74815
H 1.42216 -1.10435 -1.93468
H 2.02157 0.21329 0.53892
H 2.88207 -1.08582 -0.43429
```

Calculated values
SMILES string = C=CCCCC[O-]
Total charge = -1
F_max = 0.0508 hartree/bohr
Energy above the lowest of the compared OMol25 structures with the same formula, charge and spin = 24.53 kcal per mole
Electronic energy = -310.3777 Ha
Spin multiplicity = 1
HOMO = -2.2 eV
Kohn-Sham gap = 6.1 eV

(2)
Formula: C73H158F15N9O15
Source: OMol25
Level of theory: the ωB97M-V functional and the def2-TZVPD basis

Structure (XYZ):
```
270
C73H158F15N9O15, DFT the ωB97M-V functional and the def2-TZVPD basis
C 6.47496 6.65101 0.28437
C 6.50665 6.85016 -1.29458
C 5.23827 7.35709 -1.94416
C 4.06327 6.46482 -1.59228
N 2.80603 6.62470 -2.47257
C 1.73617 5.57158 -2.15608
C 1.92799 4.35880 -3.06795
C 2.95103 4.83174 -4.15871
C 2.99924 6.34024 -4.00391
C 2.17390 8.05118 -2.31561
H 5.94717 5.73180 0.53853
H 6.02737 7.52943 0.74930
H 7.46730 6.55808 0.72565
H 6.80839 5.87547 -1.67802
H 7.37902 7.46734 -1.50946
H 5.31372 7.15313 -3.01224
H 5.06347 8.42157 -1.78786
H 3.74220 6.42849 -0.55128
H 4.33224 5.41059 -1.65831
H 0.77837 6.04281 -2.37663
H 1.69824 5.16555 -1.14524
H 1.00157 4.04363 -3.54807
H 2.27331 3.47617 -2.52960
H 2.58951 4.57332 -5.15401
H 3.96392 4.44222 -4.05668
H 2.16554 6.84545 -4.49157
H 3.97837 6.68369 -4.33774
H 2.91004 8.78799 -2.63704
H 2.03146 8.11743 -1.23699
H 1.21973 8.14963 -2.83327
C -5.81767 -3.72735 10.22303
C -4.96454 -2.47461 10.78833
C -3.56937 -2.17142 9.99626
C -3.86289 -1.71112 8.52829
N -2.60842 -1.42742 7.64507
C -3.04184 -0.74558 6.30528
C -3.54493 -1.94173 5.46561
C -2.51431 -3.01144 5.74358
C -1.90686 -2.68265 7.08519
C -1.55814 -0.55584 8.41477
H -6.49297 -4.13040 10.97776
H -5.01608 -4.45457 10.09381
H -6.36861 -3.41899 9.33451
H -4.76729 -2.78466 11.81452
H -5.56610 -1.56565 10.79169
H -2.95619 -3.07228 10.02023
H -3.15889 -1.29262 10.49356
H -4.47847 -0.81161 8.53372
H -4.42812 -2.49429 8.02305
H -2.17325 -0.22896 5.89693
H -3.82772 0.00050 6.42297
H -3.58675 -1.72989 4.39721
H -4.55418 -2.22829 5.76122
H -1.75122 -3.12568 4.97368
H -3.03792 -3.96569 5.68577
H -0.82247 -2.57517 7.11047
H -2.16984 -3.49944 7.75734
H -1.22349 -1.29206 9.14557
H -2.04048 0.38268 8.68797
H -0.66055 -0.35067 7.83140
C -6.34801 1.58945 3.10046
C -4.83696 1.52349 3.00569
C -4.31512 2.94769 2.74367
C -2.83388 2.86842 2.19705
N -2.01119 4.17715 2.26087
C -0.69305 3.93122 1.52562
C 0.27927 3.26603 2.46789
C -0.28372 3.46316 3.88130
C -1.46167 4.47967 3.72007
C -2.73681 5.34899 1.61785
H -6.76549 1.81531 2.11924
H -6.64287 2.30861 3.86464
H -6.71030 0.63515 3.48276
H -4.63321 0.76905 2.24582
H -4.42758 1.03037 3.88735
H -4.34313 3.45453 3.70826
H -4.95593 3.44266 2.01397
H -2.85219 2.51331 1.16668
H -2.26346 2.15378 2.79036
H -0.30088 4.89356 1.19670
H -0.84015 3.42335 0.57245
H 1.26004 3.73377 2.38175
H 0.31554 2.20298 2.22974
H 0.54828 3.82155 4.48747
H -0.71738 2.59754 4.38204
H -0.93766 5.43521 3.69856
H -2.23744 4.52936 4.48415
H -3.48231 5.56393 2.38344
H -3.23700 4.95960 0.73113
H -2.11128 6.20848 1.37685
C -6.85710 -1.41113 -3.89535
C -7.80646 -1.96806 -2.86125
C -7.16421 -2.08509 -1.43743
C -5.96661 -2.98553 -1.36831
N -5.14671 -2.62120 -0.14771
C -4.48185 -1.18791 -0.08159
C -3.11719 -1.24146 0.65595
C -2.95492 -2.74174 0.95467
C -3.89219 -3.51252 0.02958
C -5.94563 -2.84253 1.16845
H -7.33383 -1.44358 -4.87503
H -5.98301 -2.02922 -4.10034
H -6.60717 -0.35114 -3.85007
H -8.12489 -2.98121 -3.10671
H -8.69956 -1.36311 -2.70473
H -7.97159 -2.57233 -0.89077
H -6.96247 -1.03462 -1.22788
H -5.25808 -2.95019 -2.19586
H -6.15274 -4.05768 -1.30544
H -5.16378 -0.39986 0.23784
H -4.31255 -1.05398 -1.15000
H -3.11827 -0.58521 1.52625
H -2.32391 -0.87836 0.00251
H -3.11856 -3.05202 1.98668
H -1.93281 -3.07885 0.78222
H -4.27674 -4.45234 0.42575
H -3.40402 -3.76698 -0.91119
H -6.82247 -2.19543 1.19097
H -5.32988 -2.71604 2.05893
H -6.30400 -3.86682 1.06592
C 1.22239 -1.64092 0.41942
C 0.45969 -0.48013 -0.22091
O -0.08450 0.37881 0.46380
N 0.71129 -0.33929 -1.69255
H 1.70843 -0.45225 -1.80675
H 0.29860 -1.14204 -2.14573
C 0.42402 0.99572 -2.40738
H 2.23604 -1.70838 0.02437
H 0.64656 -2.56313 0.34155
H 1.36167 -1.52267 1.49400
H -0.64217 1.22199 -2.39472
H 0.93977 1.00554 -3.36759
H 0.80998 1.79128 -1.77003
C -1.77732 -7.39580 -3.98873
C -0.95415 -6.21597 -3.45243
O 0.04106 -5.74430 -3.93504
N -1.57806 -5.41503 -2.22585
H -1.32827 -4.43710 -2.26284
H -2.57316 -5.55183 -2.33151
C -1.11031 -5.99422 -0.87606
H -2.67223 -7.10057 -4.53652
H -2.11007 -8.06867 -3.19841
H -1.16716 -8.02617 -4.63560
H -0.02877 -5.85940 -0.86213
H -1.44642 -7.02799 -0.79581
H -1.46192 -5.34193 -0.07669
C 5.78186 -5.21484 -1.82125
C 5.00988 -4.15900 -2.69071
O 5.56225 -3.63955 -3.66107
N 3.63996 -3.73568 -2.20805
H 3.68554 -3.74482 -1.19912
H 3.57551 -2.75836 -2.45462
C 2.52396 -4.40514 -3.00396
H 6.84148 -4.95947 -1.83122
H 5.49360 -6.23566 -2.07209
H 5.58198 -5.28842 -0.75227
H 2.52046 -4.13522 -4.06000
H 1.64859 -4.00502 -2.49235
H 2.47759 -5.46739 -2.76405
C -1.97271 0.20026 -7.90454
C -1.34739 1.39106 -7.18051
C -0.15535 1.96598 -7.86093
O 0.21856 3.17144 -7.17378
C 1.45873 3.63881 -7.75778
N -2.57627 2.32238 -6.87426
H -3.25848 2.40331 -7.61463
H -3.13535 1.97681 -6.10738
H -2.43783 3.27753 -6.57655
H -2.89138 -0.14814 -7.43256
H -1.24573 -0.61172 -7.88801
H -2.22211 0.39468 -8.94766
H -1.01236 1.12023 -6.17926
H -0.41493 2.11729 -8.90871
H 0.59821 1.19945 -7.68020
H 1.43437 3.84796 -8.82725
H 2.29028 2.94887 -7.61424
H 1.81326 4.58212 -7.34235
C 5.42890 -0.76547 1.20647
C 6.14086 -1.97892 1.81918
C 7.52929 -1.68367 2.42348
O 7.45015 -0.84842 3.53630
C 8.72478 -0.57821 4.16216
N 5.17596 -2.72583 2.74510
H 5.71896 -3.46962 3.15986
H 4.80389 -2.14620 3.48381
H 4.52336 -3.13792 2.09365
H 5.38390 0.05847 1.91864
H 4.41121 -0.93478 0.85467
H 6.00192 -0.51742 0.31304
H 6.24843 -2.74912 1.05543
H 8.12053 -1.25391 1.61487
H 8.01817 -2.59015 2.78039
H 9.16937 -1.47403 4.59568
H 8.55400 0.21607 4.88884
H 9.47309 -0.09650 3.53281
C 2.50004 -5.35191 1.35181
O 2.13120 -6.15002 0.30704
O 3.28296 -4.21974 0.81698
C 1.27777 -5.05345 2.30080
F 0.17919 -4.56420 1.65875
F 0.85264 -6.01265 3.10020
F 1.64360 -4.12123 3.21333
C 2.74753 -7.44634 0.10072
C 1.78280 -8.09944 -0.93768
H 2.33500 -8.67697 -1.67906
H 1.16730 -8.92061 -0.57033
H 1.07912 -7.48585 -1.50022
H 2.59664 -8.01854 1.01610
H 3.72260 -7.31332 -0.36795
H 3.12840 -5.99511 1.96788
C -2.37731 5.13037 -4.23806
O -3.30128 4.24385 -3.58210
O -2.82409 5.11192 -5.58227
C -2.10886 6.54601 -3.64522
F -1.56940 6.43338 -2.41572
F -1.17204 7.33906 -4.29407
F -3.21491 7.29852 -3.59139
C -2.98028 3.59391 -2.38740
C -4.09299 2.49026 -2.25573
H -5.07265 2.95837 -2.15950
H -4.15836 2.00893 -3.23151
H -3.94795 1.71635 -1.50198
H -3.02756 4.16910 -1.46273
H -2.12301 2.92842 -2.48899
H -1.41661 4.61931 -4.17499
C -1.48006 -2.22899 -3.64632
O -0.14763 -1.82739 -4.15690
O -1.17764 -2.54127 -2.30530
C -2.57966 -1.18578 -4.10671
F -2.90261 -1.40426 -5.34849
F -3.78910 -1.29237 -3.41469
F -2.19895 0.07168 -3.99922
C 0.23192 -2.10113 -5.53865
C 1.38141 -1.23256 -5.89268
H 1.60624 -1.17852 -6.95787
H 1.17001 -0.21246 -5.57206
H 2.24783 -1.51867 -5.29639
H -0.58652 -1.79544 -6.19042
H 0.39995 -3.16735 -5.69040
H -1.71021 -3.13463 -4.20752
C 4.16621 0.31512 -2.65582
O 3.38349 1.07472 -1.74302
O 3.61531 -0.97333 -2.52692
C 4.54656 1.08810 -3.91674
F 5.22477 2.14148 -3.60680
F 5.44704 0.41332 -4.66632
F 3.51968 1.41247 -4.81997
C 4.01163 2.04340 -0.89214
C 3.04950 2.51128 0.23602
H 2.42283 3.33552 -0.10458
H 2.29348 1.82130 0.61080
H 3.69523 2.82296 1.05699
H 4.30864 2.87663 -1.52903
H 4.92484 1.75876 -0.36953
H 5.13703 0.29825 -2.16053
C 2.51082 -0.87100 4.71410
O 3.52761 0.08954 4.75865
O 3.06190 -2.10887 5.18033
C 1.04857 -0.29050 4.93314
F 0.93130 0.57659 5.97897
F 0.59136 0.34287 3.83870
F 0.12828 -1.31953 5.12146
C 3.31607 1.39084 4.18122
C 4.58182 2.21571 4.48693
H 4.66532 2.28109 5.57175
H 5.46839 1.70799 4.10705
H 4.41506 3.14121 3.93579
H 2.49012 1.93358 4.64093
H 3.25571 1.24957 3.10210
H 2.47934 -1.00669 3.63303
```

Calculated values
Total charge = +4
F_max = 0.1031 hartree/bohr
Electronic energy = -5993.9916 Ha
Spin multiplicity = 1
HOMO = -12.7 eV
Kohn-Sham gap = 5.4 eV

(3)
Formula: C6H13NO3
Source: OMol25
Level of theory: the ωB97M-V functional and the def2-TZVPD basis

Structure (XYZ):
```
23
C6H13NO3, DFT the ωB97M-V functional and the def2-TZVPD basis
C -2.37268 1.07703 0.84507
N -1.87044 0.30090 -0.27185
C -1.43644 -1.03697 0.09699
C 0.00915 -1.28535 -0.31242
C 0.97906 -0.21194 0.19562
C 2.42031 -0.74483 0.15157
O 3.38823 0.22038 0.50058
C 0.87904 1.08489 -0.57820
O 0.85040 2.19065 -0.07547
O 1.05570 0.91210 -1.89580
H -2.36198 2.14549 0.59118
H -3.40223 0.79688 1.14097
H -1.71724 0.92945 1.71655
H -2.56765 0.24746 -1.00866
H -1.52709 -1.13566 1.19106
H -2.07883 -1.82042 -0.35252
H 0.33161 -2.25378 0.09607
H 0.07443 -1.35611 -1.40908
H 0.73432 0.03914 1.23767
H 2.49921 -1.56007 0.88370
H 2.62860 -1.16827 -0.84427
H 2.99926 1.09955 0.47458
H 0.48525 1.52948 -2.37334
```

Calculated values
SMILES string = CNCC[C@@H](CO)C(=O)O
F_max = 0.0275 hartree/bohr
Energy above the lowest of the compared OMol25 structures with the same formula, charge and spin = 32.03 kcal per mole
Electronic energy = -516.8881 Ha
Spin multiplicity = 1
HOMO = -9.2 eV
Kohn-Sham gap = 9.9 eV

(4)
Formula: C3H4I2
Source: OMol25
Level of theory: the ωB97M-V functional and the def2-TZVPD basis

Structure (XYZ):
```
9
C3H4I2, DFT the ωB97M-V functional and the def2-TZVPD basis
C -0.33510 -1.51373 -0.34086
C -0.82987 -0.37123 -0.00639
C 0.73705 1.15743 0.31655
I -2.67474 0.54990 0.04574
I 2.65894 0.41137 -0.00724
H -0.94473 -2.19601 -0.85132
H 0.63367 -1.63980 -0.12568
H 0.44153 1.64830 1.29339
H 0.31325 1.95376 -0.32419
```

Calculated values
F_max = 0.0984 hartree/bohr
Energy above the lowest of the compared OMol25 structures with the same formula, charge and spin = 63.74 kcal per mole
Electronic energy = -711.9522 Ha
Spin multiplicity = 1
HOMO = -8.8 eV
Kohn-Sham gap = 8.8 eV

(5)
Formula: C30H30CrIN6O2STe
Source: OMol25
Level of theory: the ωB97M-V functional and the def2-TZVPD basis

Structure (XYZ):
```
72
C30H30CrIN6O2STe, DFT the ωB97M-V functional and the def2-TZVPD basis
Cr 0.90577 -0.05732 0.81487
C 3.37108 0.79772 -2.79309
C 2.39111 0.21570 -1.79939
N 1.87208 0.91040 -0.78049
N 1.98089 2.29148 -0.57986
C 1.48470 2.84014 0.54698
N 1.79646 4.13025 0.79778
S 0.55204 2.07698 1.78621
C 1.90777 -1.20261 -1.79675
C 2.08664 -2.15562 -2.81781
C 1.63793 -3.44604 -2.67124
C 1.00070 -3.85091 -1.44864
C 0.86644 -2.85695 -0.48666
N 1.29413 -1.59296 -0.62315
H 4.05578 -0.01418 -3.05179
H 3.88216 1.62457 -2.30160
H 2.89224 1.14867 -3.75105
H 2.59889 2.88985 -1.16415
H 2.37410 4.65038 0.17586
H 1.47000 4.52623 1.65366
H 2.58877 -1.93688 -3.78329
H 1.74869 -4.13834 -3.47493
H 0.55970 -4.82259 -1.24993
H 0.32830 -3.03340 0.45008
C 5.53152 -0.37109 1.87795
C 4.60958 -1.24145 2.68487
N 5.10402 -1.99365 3.69306
C 4.24845 -2.67970 4.41976
C 2.82044 -2.69910 4.32337
C 2.07209 -3.51697 5.33353
O 1.06315 -2.72716 5.97417
C 2.25593 -1.82219 3.34753
C 0.84251 -1.59065 3.36135
N 0.07439 -1.11559 2.36552
C -1.30907 -1.20250 2.49298
C -1.90086 -1.41133 3.74932
C -3.22301 -1.87259 3.79867
C -3.93409 -2.05514 2.59931
C -3.30160 -1.84286 1.40515
C -2.09433 -1.20320 1.31124
I -1.62464 0.25059 -0.29523
C 3.15444 -1.12609 2.45753
O 2.79014 -0.43129 1.42500
H 6.55105 -0.51411 2.31552
H 5.19569 0.68818 1.83483
H 5.56895 -0.68486 0.81259
H 4.75676 -3.15878 5.25456
H 2.70931 -3.92069 6.10731
H 1.62727 -4.34409 4.83758
H 1.13528 -2.94996 6.90977
H 0.28908 -2.08164 4.16481
H -1.25322 -1.25051 4.60120
H -3.62829 -2.23741 4.75080
H -4.92316 -2.50230 2.63326
H -3.76409 -2.27379 0.51456
C -5.82102 5.53154 -3.92570
Te -1.86315 -2.52414 -1.73350
C -2.98016 5.13579 -4.70212
C -3.90633 4.11343 -4.62071
C -3.45568 2.75113 -4.57762
C -4.36187 1.67299 -4.59138
C -5.77152 1.94585 -4.58253
C -6.24217 3.23200 -4.60446
C -5.37705 4.35205 -4.43716
H -5.13282 6.31654 -3.65527
H -6.87719 5.60478 -3.69221
H -1.93371 4.92873 -4.58411
H -3.28543 6.15927 -4.45565
H -2.37908 2.54673 -4.59064
H -3.99736 0.66939 -4.68974
H -6.38937 1.06616 -4.53853
H -7.31614 3.38512 -4.73215
```

Calculated values
Total charge = +1
F_max = 0.0730 hartree/bohr
Energy above the lowest of the compared OMol25 structures with the same formula, charge and spin = 117.11 kcal per mole
Electronic energy = -3648.1841 Ha
Spin multiplicity = 5
HOMO (alpha / beta) = -9.1 / -9.1 eV
Kohn-Sham gap (alpha / beta) = 5.4 / 4.9 eV

> What is the electronic energy in the first record?

-310.3777 Ha